Entry 1:
93
Properties=species:S:1:pos:R:3:mulliken_charge:R:1 method="wB97M-V/def2-TZVPD" orbital_gap_ev=6.249 total_charge=-2 e_homo_ha=-0.104 total_energy_ev=-111609.34947
Ca -0.259 -1.436 0.047 2.9283
I -5.338 -1.884 1.093 -0.1210
C -3.750 -1.678 2.466 -0.3145
C -4.020 -1.520 3.810 -0.4810
C -2.979 -1.390 4.693 -0.0752
I -3.467 -1.198 6.757 -0.0589
C -1.644 -1.407 4.266 0.7638
C -0.510 -1.245 5.088 -0.9261
C 0.742 -1.353 4.551 -1.0473
C 0.873 -1.590 3.174 -0.2635
N -0.160 -1.710 2.381 0.3133
C -1.395 -1.610 2.880 -0.2469
C -2.464 -1.741 1.915 0.4692
O -2.244 -1.930 0.690 -0.6896
H -5.043 -1.499 4.157 0.3370
H -0.638 -1.032 6.142 0.1422
H 1.626 -1.234 5.159 0.4373
H 1.846 -1.725 2.727 0.4167
F 5.253 0.175 0.343 -0.4177
C 4.340 -0.838 0.371 0.4038
C 3.004 -0.588 0.153 -0.5618
C 2.060 -1.617 0.099 1.0922
C 2.538 -2.937 0.294 -0.1926
C 3.893 -3.144 0.571 0.9638
F 4.418 -4.389 0.846 -0.4118
C 4.811 -2.118 0.608 -1.0501
C 1.567 -4.026 0.160 -0.0127
C 1.916 -5.387 0.094 -1.3027
C 0.930 -6.341 -0.057 -0.3507
C -0.398 -5.943 -0.144 -0.9772
C -0.658 -4.580 -0.086 -0.5477
N 0.282 -3.671 0.057 0.4441
H 2.698 0.440 0.030 0.0139
H 5.851 -2.310 0.823 0.4529
H 2.941 -5.713 0.153 0.5072
H 1.203 -7.389 -0.113 0.3985
H -1.195 -6.667 -0.260 0.4123
H -1.667 -4.189 -0.161 0.5562
O 1.545 0.757 2.351 0.0394
N 2.419 1.171 3.165 -0.4250
C 3.283 2.135 2.825 0.4722
C 3.313 2.790 1.588 0.4781
N 3.234 3.276 0.541 -0.8031
C 4.226 2.529 3.782 0.0176
N 5.026 2.881 4.537 -0.6450
C -3.160 2.338 -1.464 -2.1441
C -2.758 0.908 -1.822 2.9392
C -4.000 0.101 -2.211 -1.6588
C -1.762 0.828 -2.954 0.5184
C -1.894 1.664 -4.045 -0.4210
C -1.064 1.552 -5.147 -1.4224
C -0.136 0.529 -5.175 -0.7672
C 0.020 -0.345 -4.112 0.5080
C 0.956 -1.521 -4.302 0.4524
C 0.131 -2.813 -4.347 -1.5430
C 2.049 -1.605 -3.237 -1.3989
C -0.753 -0.183 -2.922 0.1456
O -0.560 -0.909 -1.865 -0.6618
H -3.682 2.335 -0.510 0.4097
H -3.822 2.764 -2.219 0.4793
H -2.285 2.978 -1.363 0.4448
H -2.313 0.440 -0.937 -1.0425
H -4.441 0.517 -3.117 0.3512
H -4.739 0.131 -1.414 0.3682
H -3.731 -0.934 -2.404 0.3161
H -2.667 2.422 -4.052 0.2918
H -1.173 2.228 -5.986 0.3307
H 0.483 0.398 -6.059 0.3061
H 1.443 -1.400 -5.283 0.5569
H -0.418 -2.926 -3.413 0.0989
H 0.774 -3.683 -4.486 0.3929
H -0.580 -2.766 -5.174 0.4330
H 1.616 -1.876 -2.277 -0.0266
H 2.550 -0.643 -3.128 0.3667
H 2.794 -2.352 -3.515 0.5216
N 0.425 1.556 -0.507 0.6623
C -0.117 2.354 0.425 0.1950
S -1.345 1.807 1.389 -0.5123
N 0.398 3.621 0.422 0.4586
C -0.105 4.825 0.865 0.5013
C -1.309 4.969 1.552 -0.4041
C -1.752 6.226 1.911 -0.7814
C -1.024 7.360 1.593 -0.4591
C 0.168 7.222 0.900 -0.5518
C 0.629 5.972 0.544 -0.5098
H 0.174 0.571 -0.526 -2.1959
H 1.258 1.831 -1.009 0.2838
H 1.339 3.688 0.029 0.1977
H -1.874 4.087 1.802 0.3876
H -2.683 6.313 2.450 0.3684
H -1.378 8.338 1.890 0.3542
H 0.739 8.100 0.633 0.3520
H 1.567 5.862 0.016 0.3701

---

Entry 2:
17
Properties=species:S:1:pos:R:3:nbo_charge:R:1 method="wB97M-V/def2-TZVPD" orbital_gap_ev=9.950 e_homo_ha=-0.331 smiles=C[C@H]1C[C@@]2(O)C[C@@H]12 total_energy_ev=-8429.64501
C 2.082 0.429 -0.223 -0.6084
C 0.868 -0.452 -0.183 -0.1899
C 0.040 -0.609 1.123 -0.4251
C -1.197 -0.341 0.247 0.2540
O -2.217 -1.284 0.164 -0.6993
C -1.193 1.084 -0.225 -0.4478
C -0.365 0.031 -0.930 -0.2597
H 2.880 0.030 0.407 0.2073
H 1.806 1.433 0.120 0.2008
H 2.421 0.502 -1.261 0.2109
H 1.069 -1.465 -0.547 0.2069
H 0.286 0.113 1.921 0.2006
H 0.038 -1.611 1.560 0.2208
H -3.092 -0.887 0.196 0.4785
H -2.085 1.393 -0.769 0.2232
H -0.707 1.891 0.333 0.2118
H -0.634 -0.259 -1.935 0.2155

---

Entry 3:
64
Properties=species:S:1:pos:R:3:mulliken_spin:R:1 method="wB97M-V/def2-TZVPD" orbital_gap_ev="8.096 / 7.001" multiplicity=2 total_charge=+1 e_homo_ha="-0.427 / -0.420" total_energy_ev=-80942.49416
Re -0.450 0.619 -0.345 0.7961
O -3.194 2.055 -3.168 0.0269
C -2.241 1.890 -2.457 -0.0051
N -2.188 1.449 -1.147 -0.0338
C -3.398 1.248 -0.473 0.0005
O -4.508 1.342 -0.913 0.0220
C -3.142 0.995 0.974 0.0018
C -4.164 0.943 1.899 -0.0029
C -3.834 0.775 3.232 0.0019
C -2.494 0.669 3.581 -0.0018
C -1.529 0.709 2.594 0.0075
N -1.853 0.873 1.302 0.0172
C -0.864 2.251 -2.904 0.0420
C -0.642 2.906 -4.100 -0.0143
C 0.646 3.303 -4.401 0.0159
C 1.654 3.032 -3.485 -0.0092
C 1.353 2.350 -2.326 0.0388
N 0.103 1.948 -2.032 -0.0379
H -5.182 1.039 1.546 0.0001
H -4.604 0.729 3.989 -0.0001
H -2.188 0.539 4.609 -0.0001
H -0.483 0.580 2.826 0.0039
H -1.491 3.091 -4.743 0.0006
H 0.864 3.823 -5.324 0.0003
H 2.674 3.341 -3.664 0.0001
H 2.129 2.123 -1.615 0.0005
O -1.929 -3.106 -1.497 0.0007
C -1.391 -2.306 -0.766 0.0008
O -1.571 -1.014 -0.879 0.0421
C -0.473 -2.789 0.321 -0.0007
C -0.347 -4.163 0.514 0.0031
C 0.511 -4.650 1.475 0.0008
C 1.290 -3.817 2.265 -0.0006
C 1.136 -2.470 2.073 -0.0181
C 0.260 -1.921 1.126 0.0342
O 0.229 -0.598 1.047 0.0653
N 1.964 -1.516 2.830 -0.0002
O 1.406 -0.775 3.610 0.0010
O 3.156 -1.516 2.595 -0.0004
N 0.637 -6.107 1.662 -0.0001
O 1.404 -6.487 2.523 0.0001
O -0.032 -6.820 0.950 0.0002
H -0.926 -4.834 -0.105 0.0001
H 1.983 -4.225 2.987 0.0000
C 0.457 -1.637 -3.144 0.0047
C 1.470 -1.215 -2.137 0.0024
N 1.288 -0.309 -1.205 -0.0153
C 2.430 -0.077 -0.442 0.0205
C 3.478 -0.857 -0.785 0.0019
S 3.052 -1.861 -2.106 0.0017
C 2.350 1.015 0.535 -0.0120
C 3.303 1.508 1.357 0.0010
S 2.703 2.875 2.192 0.0041
C 1.196 2.736 1.413 0.0248
N 1.144 1.710 0.594 -0.0373
C 0.088 3.711 1.609 0.0021
H -0.380 -0.942 -3.147 -0.0040
H 0.056 -2.625 -2.912 0.0000
H 0.910 -1.673 -4.134 0.0006
H 4.460 -0.888 -0.343 -0.0001
H 4.301 1.137 1.521 -0.0001
H 0.303 4.390 2.432 0.0002
H -0.846 3.191 1.812 0.0030
H -0.046 4.301 0.701 0.0027